a) An isolated ion of composition C8H7O2S2 and charge -1, computed with wB97M-V/def2-TZVPD.

Results
**HOMO energy**: -4.04 eV
**Structure (SMILES)**: C[C@@]1(C(=O)[O-])Cc2ccsc2S1
**Orbital gap**: 6.913 eV
**Charge**: -1

Geometry (Å):
C -2.102 0.155 -1.464
C -1.123 0.514 -0.389
C -1.754 1.336 0.762
O -2.507 2.279 0.446
O -1.546 0.979 1.923
C -0.428 -0.741 0.162
C 1.064 -0.452 0.343
C 2.128 -1.127 0.961
C 3.281 -0.449 0.816
S 3.098 1.045 -0.023
C 1.440 0.694 -0.348
S 0.258 1.581 -1.166
H -1.519 -0.574 -2.012
H -2.292 0.865 -2.213
H -2.831 -0.560 -1.127
H -0.468 -1.624 -0.402
H -0.817 -1.025 1.121
H 1.886 -2.109 1.440
H 4.233 -0.789 1.170

These are the Mulliken partial charges, in e, on atoms 1 to 5:
1 C -1.811
2 C 1.267
3 C 0.420
4 O -0.769
5 O -0.716

b) An isolated ion of composition C8H7O2S2 and charge -1, computed with wB97M-V/def2-TZVPD.

Results
**HOMO energy**: -4.13 eV
**Orbital gap**: 6.925 eV
**Charge**: -1

Geometry (Å):
C -2.432 0.611 0.792
C -3.566 -0.031 0.379
C -1.236 -0.170 0.575
C -1.424 -1.430 0.097
C 2.286 -2.020 0.682
C 0.207 0.146 0.819
C 1.107 -1.498 -0.105
C 1.579 -0.836 -1.380
O 2.350 -3.248 0.751
O 3.134 -1.146 0.937
S -3.225 -1.678 -0.171
S -0.241 -2.662 -0.120
H -2.430 1.704 1.092
H -4.608 0.340 0.443
H 0.518 1.065 0.270
H 0.678 -0.143 1.787
H 0.807 -0.330 -1.813
H 1.906 -1.655 -2.047
H 2.463 -0.220 -1.216

These are the Mulliken partial charges, in e, on atoms 1 to 5:
1 C -0.815
2 C -0.228
3 C 0.503
4 C 0.434
5 C 0.371

Comparing the structures above, a) comes out on top by 123.5 kJ/mol.